# 1
# C50H108F6N7O9S2

9 unconnected molecules or ions with the total composition C50H108F6N7O9S2 (ωB97M-V/def2-TZVPD, OMol25).

```
182
Properties=species:S:1:pos:R:3:mulliken_charge:R:1
C -18.5594 30.7484 -29.3671 -1.42
C -19.5018 31.2758 -28.3088 -0.26
C -18.8980 31.6950 -26.9988 -0.65
N -19.8556 32.6564 -26.0829 0.36
C -21.0408 31.8586 -25.4479 -1.06
C -19.0308 33.1130 -24.7948 -0.42
C -18.9618 34.6027 -24.8992 -0.71
C -20.2216 35.0628 -25.6918 -0.61
C -20.3139 33.9850 -26.7712 -0.78
H -17.6558 31.3352 -29.5320 0.35
H -18.9981 30.4723 -30.3260 0.36
H -18.2204 29.7910 -28.9713 0.37
H -20.2480 30.5264 -28.0452 0.31
H -20.0086 32.1305 -28.7569 0.30
H -18.0102 32.2828 -27.2323 0.44
H -18.7107 30.8245 -26.3701 0.41
H -20.6623 31.1572 -24.7043 0.39
H -21.4655 31.3371 -26.3056 0.39
H -21.7675 32.5684 -25.0526 0.37
H -19.5006 32.8675 -23.8424 0.36
H -18.0088 32.7345 -24.8108 0.28
H -18.6872 35.0359 -23.9374 0.42
H -18.0984 34.9962 -25.4358 0.32
H -21.0557 34.9590 -24.9978 0.27
H -20.1899 36.1142 -25.9776 0.43
H -21.2274 33.8179 -27.3418 0.39
H -19.6137 34.2725 -27.5556 0.40
C -15.1198 17.9853 -31.2817 -1.43
C -14.9870 19.3621 -31.9555 -0.12
C -14.9721 19.2288 -33.4530 -0.69
N -15.1198 20.6466 -34.1515 0.23
C -16.4206 21.3075 -33.8062 -0.89
C -14.9105 20.6312 -35.6698 -0.66
C -14.1971 21.9487 -36.1168 -0.54
C -13.7335 22.5134 -34.8083 -0.75
C -14.0041 21.5265 -33.7112 -0.92
H -14.4866 17.2575 -31.7891 0.37
H -16.0972 17.5199 -31.4083 0.37
H -14.8111 17.9416 -30.2372 0.36
H -14.1129 19.9714 -31.7258 0.39
H -15.7742 19.9831 -31.5280 0.23
H -15.8315 18.6376 -33.7693 0.38
H -14.0468 18.7646 -33.7942 0.38
H -16.6717 21.3272 -32.7457 0.30
H -17.2188 20.6808 -34.2041 0.41
H -16.4904 22.2944 -34.2637 0.39
H -15.8457 20.3170 -36.1330 0.48
H -14.2694 19.7617 -35.8144 0.36
H -14.8056 22.6861 -36.6404 0.34
H -13.2352 21.8134 -36.6112 0.29
H -14.3382 23.4041 -34.6374 0.32
H -12.6645 22.6536 -34.6482 0.41
H -14.1593 21.9610 -32.7236 0.50
H -13.1225 20.8945 -33.6040 0.51
C -2.5112 21.7152 -28.7466 -1.52
C -3.1224 20.3921 -28.4184 0.04
C -4.2440 20.1001 -29.4313 -0.88
N -4.8275 18.7234 -29.2259 0.12
C -3.7078 17.6745 -29.3415 -0.96
C -5.8195 18.3991 -30.3624 -0.71
C -6.7616 17.3582 -29.7632 -0.64
C -6.8430 17.6706 -28.2564 -0.66
C -5.6553 18.5847 -27.8897 -0.55
H -1.9760 21.7607 -29.6951 0.37
H -1.7299 22.0716 -28.0752 0.39
H -3.2208 22.5409 -28.7982 0.37
H -3.5741 20.2875 -27.4320 0.34
H -2.3335 19.6493 -28.5368 0.24
H -3.9788 20.2521 -30.4776 0.44
H -5.0542 20.8162 -29.2944 0.45
H -4.1058 16.6608 -29.3894 0.37
H -3.0583 17.8408 -28.4821 0.38
H -3.2117 17.8971 -30.2861 0.36
H -5.3903 18.1340 -31.3286 0.42
H -6.3942 19.3100 -30.5298 0.46
H -6.3031 16.3897 -29.9630 0.30
H -7.6627 17.3768 -30.3762 0.42
H -6.7901 16.7950 -27.6094 0.31
H -7.8489 18.0395 -28.0558 0.36
H -5.0479 18.2549 -27.0469 0.38
H -5.9166 19.6205 -27.6728 0.40
C -15.4479 25.1616 -21.7046 -1.48
C -15.2669 23.6824 -22.2330 -0.15
C -15.4211 22.6620 -21.1375 -0.67
N -15.1470 21.1987 -21.6851 0.26
C -15.7744 20.9321 -23.0788 -1.15
C -13.6218 20.8889 -21.7108 -0.71
C -13.1983 20.3959 -20.3483 -0.62
C -14.4970 19.8720 -19.6664 -0.48
C -15.6572 20.1713 -20.6701 -0.62
H -16.4790 25.3633 -21.4142 0.38
H -15.3330 25.9294 -22.4696 0.39
H -14.7282 25.4361 -20.9334 0.36
H -14.2363 23.7322 -22.5844 0.23
H -15.9808 23.4836 -23.0324 0.37
H -16.3994 22.7842 -20.6725 0.40
H -14.6519 22.8993 -20.4025 0.31
H -15.6457 19.9039 -23.4169 0.43
H -15.2494 21.4384 -23.8888 0.39
H -16.7621 21.3675 -22.9267 0.46
H -13.5207 20.1003 -22.4565 0.43
H -13.1448 21.7397 -22.1973 0.41
H -12.5096 19.5526 -20.3990 0.35
H -12.7015 21.1620 -19.7530 0.33
H -14.5328 18.8125 -19.4127 0.38
H -14.7535 20.3923 -18.7436 0.28
H -15.9272 19.3127 -21.2849 0.36
H -16.5684 20.4105 -20.1219 0.35
C -4.6787 28.6870 -33.6065 -1.38
C -5.0820 29.9742 -32.8759 -0.42
C -6.2184 30.8044 -33.4925 -0.88
N -6.7605 31.9154 -32.5652 0.39
C -5.6631 32.7533 -31.8896 -1.12
C -7.7484 31.3608 -31.5314 -0.59
C -8.9869 32.3103 -31.6556 -0.66
C -9.0617 32.4610 -33.1962 -0.62
C -7.5542 32.8537 -33.4752 -0.57
H -5.5549 28.0687 -33.8012 0.36
H -4.1446 28.0361 -32.9143 0.37
H -4.0876 28.8922 -34.4990 0.34
H -4.1637 30.5614 -32.8716 0.32
H -5.3107 29.8462 -31.8179 0.46
H -7.0808 30.2133 -33.8007 0.44
H -5.8044 31.3095 -34.3652 0.46
H -6.2814 33.4420 -31.3137 0.56
H -5.0114 33.3200 -32.5546 0.31
H -5.0881 32.2091 -31.1404 0.37
H -7.1305 31.3064 -30.6351 0.41
H -7.8014 30.2882 -31.7180 0.41
H -8.9612 33.2938 -31.1862 0.33
H -9.9664 31.9523 -31.3385 0.36
H -9.7099 33.2669 -33.5401 0.40
H -9.2694 31.5171 -33.7002 0.32
H -7.4778 33.9118 -33.2248 0.41
H -7.4953 32.7372 -34.5574 0.22
C -2.8164 30.3017 -19.5424 -1.38
C -3.0621 29.0294 -20.4803 -0.49
C -4.0896 28.0550 -19.7857 -0.79
N -5.3688 27.6991 -20.5675 0.09
C -4.9588 26.9795 -21.8744 -0.94
C -6.2564 26.8796 -19.5879 -0.62
C -7.6558 27.0936 -20.1991 -0.62
C -7.6617 28.5020 -20.8602 -0.77
C -6.2230 28.9232 -21.0043 -0.50
H -1.9574 30.8354 -19.9491 0.42
H -2.4556 29.9704 -18.5687 0.37
H -3.6528 30.9959 -19.4603 0.32
H -2.1481 28.5250 -20.7936 0.48
H -3.5026 29.3825 -21.4127 0.28
H -4.4129 28.4918 -18.8409 0.55
H -3.6542 27.1050 -19.4759 0.45
H -4.1169 27.5111 -22.3180 0.37
H -5.7703 27.0708 -22.5964 0.43
H -4.8764 25.9121 -21.6696 0.28
H -5.9083 25.8500 -19.5055 0.40
H -6.1565 27.3703 -18.6198 0.39
H -7.6560 26.4255 -21.0603 0.29
H -8.4843 26.7552 -19.5768 0.46
H -8.1059 28.4760 -21.8552 0.31
H -8.3112 29.1754 -20.3010 0.41
H -5.8051 29.4418 -21.8672 0.50
H -5.9989 29.6712 -20.2438 0.29
N -21.1796 24.6810 -27.1320 1.02
O -22.2386 24.7115 -27.7079 -0.64
O -20.2002 24.3846 -27.7903 -0.69
O -21.0993 24.9251 -25.9424 -0.69
C -12.0895 25.6848 -28.1932 0.60
F -13.0555 24.8020 -28.1267 -0.20
F -12.0389 26.2170 -29.4224 -0.23
F -12.1673 26.6678 -27.2848 -0.21
S -10.4621 24.7398 -28.0322 1.06
O -10.4569 24.3774 -26.6178 -0.68
O -10.5981 23.5267 -28.9235 -0.69
O -9.3632 25.6085 -28.4102 -0.66
C -11.5338 34.5227 -24.1570 0.61
F -10.4464 35.1690 -24.5991 -0.24
F -12.6004 34.9486 -24.7556 -0.23
F -11.4100 33.2656 -24.4531 -0.25
S -11.6938 34.7441 -22.2636 1.07
O -10.3648 34.5823 -21.6677 -0.66
O -12.1672 36.1623 -22.2421 -0.67
O -12.6504 33.7422 -21.8412 -0.65
```

Values from the calculation:
Electronic energy ... -120400.062 eV
Energy above the lowest of the compared OMol25 structures with the same formula, charge and spin ... 132.1 kcal/mol
Orbital gap ... 4.24 eV
Charge ... +3

# 2
# C24H33N6O2

A gas-phase ion, C24H33N6O2 (charge +1) (ωB97M-V/def2-TZVPD, OMol25).

```
65
Properties=species:S:1:pos:R:3:mulliken_charge:R:1
C 4.4064 3.4308 -0.8470 -1.02
O 3.9840 2.6084 0.2148 -0.40
C 3.5757 1.3453 -0.0663 0.64
C 3.4586 0.8063 -1.3348 -0.65
C 3.0553 -0.5091 -1.5061 -0.67
C 2.7584 -1.3051 -0.4156 0.25
C 2.3760 -2.7465 -0.6165 -1.63
C 1.0274 -2.9115 -1.3303 -0.78
N -0.0827 -2.7361 -0.4350 1.02
N -0.4011 -3.6936 0.4439 -0.46
N -1.4488 -3.3512 1.0464 -0.99
N -1.8657 -2.1640 0.6122 0.28
C -1.0127 -1.7659 -0.3203 -0.38
C -1.1235 -0.4826 -1.0735 -0.44
C -0.3719 0.6305 -0.3619 0.68
C 0.0772 1.7148 -1.1022 -0.96
C 0.6534 2.8009 -0.4721 -0.65
C 0.7985 2.8371 0.9097 0.88
C 1.4390 3.9951 1.5968 -1.68
C 0.3580 1.7412 1.6422 -1.43
C -0.2163 0.6500 1.0192 0.19
N -2.4939 -0.0567 -1.3161 0.00
C -3.2368 0.6387 -0.2831 -0.47
C -4.5242 -0.1056 0.1148 -0.79
N -4.2932 -1.5540 0.0040 0.21
C -5.3056 -2.3599 0.6894 -0.92
C -4.1479 -1.9314 -1.4175 -0.78
C -3.3330 -0.8450 -2.1720 -0.87
C 2.8535 -0.7645 0.8635 -0.15
C 3.2602 0.5438 1.0548 0.67
O 3.3903 1.1536 2.2613 -0.41
C 3.2444 0.3789 3.4270 -1.02
H 5.2520 2.9911 -1.3841 0.40
H 4.7208 4.3657 -0.3865 0.26
H 3.5921 3.6293 -1.5511 0.35
H 3.6993 1.3960 -2.2038 0.47
H 3.0039 -0.9158 -2.5055 0.50
H 2.3355 -3.2744 0.3374 0.43
H 3.1319 -3.2319 -1.2363 0.50
H 0.9485 -3.9286 -1.7241 0.43
H 0.9363 -2.1915 -2.1453 0.40
H -0.6671 -0.6264 -2.0622 0.84
H -0.0411 1.7129 -2.1754 0.49
H 0.9856 3.6410 -1.0635 0.48
H 2.4767 3.7405 1.8130 0.24
H 1.4249 4.8826 0.9701 0.39
H 0.9421 4.2127 2.5393 0.43
H 0.4609 1.7486 2.7167 0.50
H -0.5512 -0.1824 1.6234 0.48
H -3.5076 1.6379 -0.6470 0.48
H -2.5963 0.7703 0.5888 0.26
H -5.3600 0.1691 -0.5337 0.37
H -4.7903 0.1416 1.1427 0.43
H -3.2968 -1.7681 0.4584 0.35
H -6.2953 -2.1648 0.2762 0.39
H -5.0725 -3.4167 0.5736 0.35
H -5.3088 -2.1206 1.7507 0.37
H -3.6528 -2.9037 -1.4614 0.37
H -5.1373 -2.0314 -1.8693 0.49
H -4.0274 -0.1582 -2.6671 0.52
H -2.7296 -1.3151 -2.9492 0.33
H 2.6279 -1.3911 1.7123 0.41
H 2.2279 -0.0168 3.5263 0.35
H 3.4494 1.0544 4.2556 0.25
H 3.9593 -0.4491 3.4515 0.38
```

Values from the calculation:
Electronic energy ... -38452.025 eV
Orbital gap ... 8.18 eV
SMILES string ... COc1ccc(CCn2nnnc2[C@H](c2ccc(C)cc2)N2CC[NH+](C)CC2)cc1OC
Charge ... +1

# 3
# C13H20BrF3N2O5P2PtS

A molecular structure, C13H20BrF3N2O5P2PtS (ωB97M-V/def2-TZVPD, OMol25).

```
48
Properties=species:S:1:pos:R:3:mulliken_charge:R:1
Pt 0.0721 -0.6859 0.0208 0.90
C -0.6323 -1.4203 3.5964 -1.32
P -0.0370 -0.0778 2.5600 0.70
C -0.9681 1.4116 2.9368 -1.11
C 1.7107 0.2170 2.9897 -0.99
C 2.4932 0.9553 1.8981 -0.84
P 2.4811 0.0503 0.3236 0.48
C 3.4055 -1.4828 0.5558 -1.33
C 3.3390 1.0042 -0.9355 -1.18
H -0.5350 -1.1276 4.6449 0.49
H -0.0462 -2.3206 3.4139 0.40
H -1.6820 -1.6040 3.3676 0.38
H -0.9015 1.5983 4.0115 0.51
H -2.0091 1.2582 2.6575 0.30
H -0.5662 2.2634 2.3900 0.29
H 2.1633 -0.7524 3.2084 0.47
H 1.7300 0.7944 3.9178 0.59
H 3.5346 1.0905 2.2038 0.58
H 2.0816 1.9491 1.7103 0.38
H 4.4282 -1.2461 0.8584 0.46
H 3.4303 -2.0324 -0.3852 0.41
H 2.9361 -2.1124 1.3096 0.38
H 4.3902 1.0972 -0.6522 0.48
H 2.9010 1.9948 -1.0350 0.36
H 3.2750 0.4785 -1.8884 0.38
O -1.1096 1.9475 -5.5683 -0.48
C -0.7690 1.3476 -4.4404 0.79
C -0.6443 -0.0367 -4.2885 -0.65
C -0.2933 -0.5334 -3.0594 -0.78
N -0.0562 0.2576 -1.9963 -0.17
C -0.1915 1.5772 -2.1531 0.32
Br 0.1093 2.6494 -0.6276 -0.01
C -0.5291 2.1745 -3.3364 -0.51
H -1.2797 1.3254 -6.2891 0.34
H -0.8277 -0.7144 -5.1115 0.41
H -0.2003 -1.5997 -2.9019 0.46
H -0.6231 3.2470 -3.4272 0.54
F -4.6142 1.2631 0.0614 -0.18
C -4.3746 0.0810 -0.4849 0.56
F -4.0495 0.2370 -1.7646 -0.18
F -5.4291 -0.6970 -0.3775 -0.17
S -2.9479 -0.7087 0.3805 1.18
O -3.2280 -0.7783 1.7841 -0.65
O -2.6590 -1.9293 -0.3298 -0.69
O -1.8685 0.3328 0.0868 -0.55
O -1.1094 -4.5635 -0.0231 -0.26
C -0.5121 -3.5931 0.0441 0.89
N 0.2125 -2.5868 0.1445 -0.39
```

Values from the calculation:
<S²> ... 6.018
Electronic energy ... -137859.758 eV
Multiplicity ... 5
Energy above the lowest of the compared OMol25 structures with the same formula, charge and spin ... 14.4 kcal/mol
Orbital gap (spin up / spin down) ... 9.00 / 5.91 eV
Charge ... +2

# 4
# C11H15N

2 unconnected molecules or ions with the total composition C11H15N (ωB97M-V/def2-TZVPD, OMol25).

```
27
Properties=species:S:1:pos:R:3:mulliken_charge:R:1
C 1.3630 -0.9609 1.7439 -1.04
C 1.5366 0.2656 0.8308 0.45
C 2.5894 1.1279 0.8776 -0.72
N 2.3524 2.2865 0.0388 -0.07
C 1.0065 2.2149 -0.3620 0.22
C 0.3392 3.2418 -1.1185 -1.09
C -1.0309 2.9497 -1.1371 -0.19
C -1.6917 1.8380 -0.4921 -0.97
C -0.9349 0.9625 0.1740 -0.16
C 0.4838 1.0514 0.2188 0.85
H 1.3203 -1.9189 1.0693 0.10
H 0.4077 -0.9816 2.2550 0.31
H 2.1805 -1.0026 2.4516 0.35
H 3.6557 1.0181 1.2189 0.32
H 3.0664 2.7742 -0.3931 0.21
H 0.7377 4.1836 -1.5628 0.32
H -1.6959 3.7392 -1.4264 0.31
H -2.7333 1.8611 -0.4349 0.44
H -1.2126 0.1133 0.7366 0.35
C -0.8509 -3.0699 -0.6701 -1.01
C -2.2718 -3.1804 -0.3978 -0.84
H -0.4109 -3.5849 -1.5330 0.39
H -0.3129 -2.0481 -1.0199 0.18
H -0.1125 -3.2549 -0.0335 0.45
H -2.3558 -2.7814 0.5773 0.27
H -2.5163 -4.1845 -0.4434 0.36
H -2.9088 -2.6595 -1.1682 0.22
```

Values from the calculation:
Electronic energy ... -13138.239 eV
Energy above the lowest of the compared OMol25 structures with the same formula, charge and spin ... 58.9 kcal/mol
Orbital gap ... 9.01 eV
SMILES string ... Cc1c[nH]c2ccccc12.CC